Model i:
This record from the Open Molecules 2025 dataset describes a molecular structure, C4H4N2. The level of theory is wB97M-V/def2-TZVPD.

Values from the calculation:
HOMO energy (alpha / beta) = -9.05 / -9.75 eV
orbital gap (alpha / beta) = 6.9 / 8.7 eV
molecular weight = 80.09 g/mol

CARTESIAN COORDINATES (ANGSTROEM)
1 C 1.98191 -0.44926 0.31737
2 C 1.05326 -1.22243 0.81902
3 C 2.00011 0.71864 -0.35334
4 C -2.16372 -0.27717 0.05742
5 N 0.68003 0.79755 -0.48096
6 N 0.27469 -0.34777 0.10036
7 H 2.60175 1.54937 -0.65818
8 H -2.12689 -0.42043 -0.95646
9 H -2.22417 -1.08261 0.72817
10 H -2.07696 0.73410 0.42661

Model ii:
This record from the Open Molecules 2025 dataset describes 2 unconnected molecules or ions with the total composition C4H4N2. The level of theory is wB97M-V/def2-TZVPD.

Values from the calculation:
HOMO energy (alpha / beta) = -9.93 / -9.93 eV
orbital gap (alpha / beta) = 10.1 / 10.1 eV
SMILES = C1=C=NC=NC=1.[H][H]
molecular weight = 80.09 g/mol

CARTESIAN COORDINATES (ANGSTROEM)
1 C -1.31183 -0.37511 -0.03924
2 C -0.42059 0.54255 0.01839
3 N 0.78406 0.91558 0.05293
4 C 1.47958 -0.26387 0.00419
5 N 0.90347 -1.45093 -0.06280
6 C -0.44380 -1.50726 -0.08490
7 H 2.56086 -0.18422 0.02327
8 H -0.86613 -2.50867 -0.14322
9 H -1.34440 2.39365 0.48656
10 H -1.34123 2.43829 -0.25518

Model iii:
This record from the Open Molecules 2025 dataset describes C4H4N2 in the gas phase. The level of theory is wB97M-V/def2-TZVPD.

Values from the calculation:
HOMO energy = -9.34 eV
orbital gap = 10.3 eV
SMILES = C1=N[C@@H]1[C@@H]1C=N1
molecular weight = 80.09 g/mol

CARTESIAN COORDINATES (ANGSTROEM)
1 C -0.75784 1.97503 0.39110
2 N 0.44284 1.82105 0.65594
3 C -0.45562 0.58498 0.52241
4 C 0.12420 -0.46535 -0.70837
5 C -0.84995 -1.33041 -1.35535
6 N -0.11684 -1.90536 -0.53515
7 H -1.62211 2.63105 0.26656
8 H -0.79528 -0.06561 1.32631
9 H 1.05552 -0.03314 -1.02511
10 H -1.77290 -1.56612 -1.78890

The structure with the greatest stability is model ii.

Model i:
This record from the Open Molecules 2025 dataset describes 2 unconnected molecules or ions with the total composition C3H7NS. The level of theory is wB97M-V/def2-TZVPD.

Values from the calculation:
HOMO energy = -8.79 eV
orbital gap = 8.1 eV
molecular weight = 89.16 g/mol

CARTESIAN COORDINATES (ANGSTROEM)
1 C 1.69634 -0.24069 0.07975
2 C -0.53120 0.18055 0.20916
3 C -1.77135 0.58153 -0.33977
4 H 2.71816 -1.02180 -0.19921
5 H 1.63008 1.04525 0.12889
6 H 1.25339 -0.64233 1.19731
7 H 0.04252 -1.57367 -0.67932
8 H -0.28318 -0.42298 1.13540
9 H -0.11294 1.25559 0.25908
10 H -2.05161 1.95635 -0.96855
11 N 0.39670 -0.59041 -0.80688
12 S -2.98690 -0.52738 -0.01587

Model ii:
This record from the Open Molecules 2025 dataset describes C3H7NS in the gas phase. The level of theory is wB97M-V/def2-TZVPD.

Values from the calculation:
HOMO energy = -8.78 eV
orbital gap = 9.6 eV
SMILES = C=CN(C)S
molecular weight = 89.16 g/mol

CARTESIAN COORDINATES (ANGSTROEM)
1 C 0.57907 1.49851 -0.41900
2 C 1.01150 0.24425 -0.60550
3 N 0.22424 -0.84600 -0.30472
4 C -1.23548 -0.57305 -0.14087
5 S 0.88236 -1.75395 0.97909
6 H 1.17699 2.36488 -0.38227
7 H -0.29768 1.52500 0.18850
8 H 1.96656 0.00716 -1.08589
9 H -1.50957 -0.13907 -1.08356
10 H -1.75883 -1.49676 0.22881
11 H -1.24763 0.11966 0.67822
12 H 0.20847 -0.95063 1.94721

Model iii:
This record from the Open Molecules 2025 dataset describes a molecular structure, C3H7NS. The level of theory is wB97M-V/def2-TZVPD.

Values from the calculation:
HOMO energy = -8.09 eV
orbital gap = 8.5 eV
molecular weight = 89.16 g/mol

CARTESIAN COORDINATES (ANGSTROEM)
1 C 0.29226 1.34631 0.00959
2 C -1.28581 -0.75240 -0.01956
3 C 1.08050 -0.88544 -0.02012
4 H -0.62335 2.19942 -0.58783
5 H 0.20330 1.83704 1.12780
6 H 1.40385 1.43443 -0.60729
7 H -2.01460 -0.54250 0.79513
8 H -1.57237 -0.56035 -0.99401
9 H -1.13642 -1.83900 -0.01370
10 H 0.92586 -1.88412 0.13554
11 N -0.01388 -0.10775 0.14934
12 S 2.74067 -0.24564 0.02512

The structure with the greatest stability is model ii.

Model i:
This record from the Open Molecules 2025 dataset describes 2 unconnected molecules or ions with the total composition C9H14. The level of theory is wB97M-V/def2-TZVPD.

Values from the calculation:
2S+1 = 2
charge = -1
HOMO energy (alpha / beta) = 0.58 / -3.18 eV
orbital gap (alpha / beta) = 3.3 / 7.0 eV
molecular weight = 122.21 g/mol

CARTESIAN COORDINATES (ANGSTROEM)
1 C 0.97666 1.49253 -1.91003
2 C -0.34059 1.53715 2.19778
3 C 0.97106 1.36836 1.90592
4 C -1.33013 1.53453 1.18711
5 C 1.52032 1.32003 0.63427
6 C -0.75488 1.47118 -0.10615
7 C 0.56521 1.31446 -0.48693
8 H -0.51295 1.54600 3.26125
9 H 1.62369 1.21687 2.81253
10 H -2.37123 1.12354 1.29301
11 H 2.60251 1.41913 0.42942
12 H -1.45881 1.75624 -0.96394
13 H 0.10119 1.43461 -2.54972
14 H 1.66455 0.61962 -2.23975
15 H 1.52600 2.38124 -1.88067
16 C -0.23804 -3.22985 -0.06368
17 C -0.98723 -2.06553 -0.84514
18 H -0.36083 -4.25682 -0.61083
19 H 0.91806 -3.24218 -0.30055
20 H -0.33443 -3.28672 1.08434
21 H -1.38659 -2.34617 -1.81143
22 H -0.49654 -1.24781 -0.82322
23 H -1.89701 -1.86042 -0.21360

Model ii:
This record from the Open Molecules 2025 dataset describes 2 unconnected molecules or ions with the total composition C9H14. The level of theory is wB97M-V/def2-TZVPD.

Values from the calculation:
2S+1 = 2
charge = -1
HOMO energy (alpha / beta) = 0.78 / -3.27 eV
orbital gap (alpha / beta) = 3.1 / 7.1 eV
molecular weight = 122.21 g/mol

CARTESIAN COORDINATES (ANGSTROEM)
1 C 0.80030 3.23436 -1.49268
2 C 1.26325 2.27644 -0.45211
3 H 1.52644 3.56975 -2.24811
4 H -0.02905 2.84886 -2.09615
5 H 0.44818 4.24238 -1.22053
6 H 1.83803 1.47289 -0.91119
7 H 0.41535 1.78998 0.04277
8 H 1.83189 2.53480 0.44914
9 C -1.37320 -1.65146 -1.73345
10 C 1.11423 -1.26621 1.12390
11 C 0.36249 -0.49178 2.01882
12 C 0.60050 -1.62758 -0.16023
13 C -0.67329 -1.17167 -0.47479
14 C -0.89943 -0.01052 1.70490
15 C -1.45883 -0.52657 0.46738
16 H 2.07632 -1.66882 1.42167
17 H 0.84786 -0.25097 2.95744
18 H 1.26452 -2.11250 -0.86965
19 H -1.34077 0.80673 2.26914
20 H -2.40807 -1.86053 -1.48044
21 H -1.05748 -2.63529 -2.10632
22 H -2.53400 -0.45970 0.35519
23 H -1.25693 -0.92964 -2.54475

The structure with the greatest stability is model ii.

Model i:
This record from the Open Molecules 2025 dataset describes 2 unconnected molecules or ions with the total composition C9H14. The level of theory is wB97M-V/def2-TZVPD.

Values from the calculation:
2S+1 = 2
charge = -1
HOMO energy (alpha / beta) = 0.97 / -3.25 eV
orbital gap (alpha / beta) = 2.8 / 7.0 eV
molecular weight = 122.21 g/mol

CARTESIAN COORDINATES (ANGSTROEM)
1 C 0.72335 -1.71482 -2.58149
2 C 1.48384 -0.37979 -2.58305
3 H 0.39993 -1.98035 -1.57711
4 H -0.15298 -1.69139 -3.22838
5 H 1.38323 -2.51261 -2.92203
6 H 0.87253 0.36956 -2.11477
7 H 1.65921 -0.11825 -3.63751
8 H 2.49795 -0.41984 -2.20341
9 C -0.94124 1.76952 -0.45548
10 C -0.66683 0.99563 0.80682
11 C 0.43181 0.07270 0.89089
12 C -1.52312 1.12586 1.89134
13 C 0.52324 -0.76610 2.02280
14 C -1.33747 0.38431 3.05882
15 C -0.29604 -0.61940 3.11566
16 H -1.84442 2.36416 -0.31989
17 H -1.05830 1.09047 -1.31064
18 H 1.19521 -0.03246 0.13933
19 H -2.25233 1.93585 1.80525
20 H 1.30687 -1.52104 2.07170
21 H -1.94850 0.53577 3.92740
22 H -0.33109 -1.33107 3.93109
23 H -0.12486 2.44329 -0.72732

Model ii:
This record from the Open Molecules 2025 dataset describes 2 unconnected molecules or ions with the total composition C9H14. The level of theory is wB97M-V/def2-TZVPD.

Values from the calculation:
2S+1 = 2
charge = -1
HOMO energy (alpha / beta) = 0.96 / -3.28 eV
orbital gap (alpha / beta) = 2.7 / 6.9 eV
molecular weight = 122.21 g/mol

CARTESIAN COORDINATES (ANGSTROEM)
1 C -2.53279 -0.14929 -0.29280
2 C -3.60064 0.83866 -0.77457
3 H -2.85369 -0.66037 0.61349
4 H -2.37805 -0.91281 -1.05386
5 H -1.57096 0.32758 -0.10339
6 H -4.53266 0.31903 -1.00914
7 H -3.27491 1.34202 -1.68774
8 H -3.81971 1.62298 -0.04330
9 C 1.55514 1.93204 1.00721
10 C 0.73643 -0.44006 1.05370
11 C 1.59861 0.50325 0.52028
12 C 0.77395 -1.81131 0.58610
13 C 1.73472 -2.16524 -0.36526
14 C 2.51894 0.15055 -0.47133
15 C 2.61501 -1.23443 -0.89005
16 H 0.00602 -0.16271 1.80909
17 H 0.09117 -2.56377 0.97534
18 H 0.53702 2.19688 1.31112
19 H 1.83976 2.61137 0.19459
20 H 1.80265 -3.19582 -0.71202
21 H 3.18691 0.88956 -0.90280
22 H 3.35338 -1.53332 -1.62927
23 H 2.21369 2.09521 1.86460

Model iii:
This record from the Open Molecules 2025 dataset describes 2 unconnected molecules or ions with the total composition C9H14. The level of theory is wB97M-V/def2-TZVPD.

Values from the calculation:
2S+1 = 2
charge = -1
HOMO energy (alpha / beta) = 1.11 / -3.88 eV
orbital gap (alpha / beta) = 2.9 / 7.7 eV
molecular weight = 122.21 g/mol

CARTESIAN COORDINATES (ANGSTROEM)
1 C -3.51388 0.46962 1.41880
2 C -3.10982 0.59983 -0.02561
3 H -3.87028 1.31878 1.91169
4 H -4.29774 -0.41746 1.50603
5 H -2.63851 0.06566 2.00611
6 H -3.38298 -0.31880 -0.58291
7 H -2.01937 0.87006 -0.11149
8 H -3.51608 1.46964 -0.55382
9 C 2.24451 -1.55629 1.52855
10 C 1.67135 1.11934 -1.20413
11 C 2.28741 0.20526 -0.26559
12 C 0.31738 0.97210 -1.57294
13 C 1.58437 -0.78197 0.41345
14 C -0.32944 -0.09865 -1.01862
15 C 0.25506 -0.91587 -0.04639
16 H 2.24192 1.76466 -1.87463
17 H 3.30716 0.50337 -0.13682
18 H 0.05002 1.67666 -2.38401
19 H -1.37099 -0.13587 -1.23183
20 H 3.29229 -1.74373 1.48572
21 H 1.80656 -2.57956 1.64734
22 H -0.31624 -1.71233 0.40071
23 H 2.27266 -0.84128 2.55281

Model iv:
This record from the Open Molecules 2025 dataset describes 2 unconnected molecules or ions with the total composition C9H14. The level of theory is wB97M-V/def2-TZVPD.

Values from the calculation:
2S+1 = 2
charge = -1
HOMO energy (alpha / beta) = 0.72 / -3.15 eV
orbital gap (alpha / beta) = 3.2 / 7.0 eV
molecular weight = 122.21 g/mol

CARTESIAN COORDINATES (ANGSTROEM)
1 C 1.14606 -1.15037 1.77211
2 C 0.99802 2.27902 0.26257
3 C -0.30840 2.60998 0.32945
4 C 1.51409 1.05033 0.53068
5 C 0.63256 0.06314 1.10196
6 C -1.20448 1.64197 0.90588
7 C -0.71188 0.45938 1.19786
8 H 1.62556 2.98259 -0.17255
9 H -0.80884 3.36582 -0.18680
10 H 2.59785 1.05324 0.60183
11 H -2.34356 1.88498 0.99915
12 H 1.36163 -1.03321 2.98623
13 H 2.05113 -1.38130 1.42302
14 H -1.20855 -0.17036 1.66469
15 H 0.37053 -2.01353 1.79029
16 C -0.39105 -0.83025 -1.74546
17 C -1.02294 -2.15055 -2.09350
18 H -0.57984 -0.46838 -0.72535
19 H 0.70876 -0.81041 -1.94483
20 H -0.69463 0.01352 -2.37978
21 H -1.14566 -2.28478 -3.12595
22 H -1.96307 -1.96724 -1.60322
23 H -0.62329 -3.14361 -1.58828

The structure with the greatest stability is model ii.

Model i:
This record from the Open Molecules 2025 dataset describes a gas-phase ion, C4H10N2O (charge +1). The level of theory is wB97M-V/def2-TZVPD.

Values from the calculation:
2S+1 = 2
charge = +1
HOMO energy (alpha / beta) = -13.87 / -13.72 eV
orbital gap (alpha / beta) = 10.1 / 4.9 eV
molecular weight = 102.14 g/mol

CARTESIAN COORDINATES (ANGSTROEM)
1 C -2.15875 -0.44247 0.09690
2 N -0.98585 0.12829 -0.26782
3 C -0.57912 1.43929 0.30080
4 C 0.07117 -0.55053 -1.00497
5 C 1.47496 -0.45017 -0.34777
6 N 1.64407 -0.72461 0.99343
7 O -3.02020 -0.21735 0.97510
8 H -2.41647 -1.05515 -0.76868
9 H 0.11852 1.44416 1.20641
10 H -1.54045 1.96199 0.52725
11 H 0.05110 2.02008 -0.40193
12 H -0.32412 -1.63642 -0.96549
13 H 0.10802 0.03203 -1.90356
14 H 2.28342 -0.94497 -0.90483
15 H 1.76827 0.68026 -0.51837
16 H 0.96807 -1.19846 1.45337
17 H 2.53739 -0.48595 1.53017

Model ii:
This record from the Open Molecules 2025 dataset describes a gas-phase ion, C4H10N2O (charge +1). The level of theory is wB97M-V/def2-TZVPD.

Values from the calculation:
2S+1 = 2
charge = +1
HOMO energy (alpha / beta) = -14.86 / -14.15 eV
orbital gap (alpha / beta) = 11.6 / 5.8 eV
molecular weight = 102.14 g/mol

CARTESIAN COORDINATES (ANGSTROEM)
1 C -0.60480 -2.20917 -1.47968
2 C -0.35469 -0.79596 -0.97723
3 N 0.59654 -0.60604 0.03211
4 C 0.38365 -0.17644 1.33688
5 C -0.14422 1.33950 1.47573
6 N 0.89866 2.18968 1.01125
7 O -0.89904 0.15826 -1.45442
8 H 0.24245 -2.61377 -2.05418
9 H -1.31931 -2.03109 -2.28377
10 H -0.70498 -2.87400 -0.62829
11 H 1.44246 -1.05853 -0.30080
12 H 1.20826 -0.34133 2.04150
13 H -0.30183 -0.88155 1.83918
14 H -0.49890 1.53921 2.48559
15 H -0.99873 1.42156 0.80570
16 H 0.69535 2.39360 0.02736
17 H 1.87381 2.01825 1.19630

The structure with the greatest stability is model ii.

Model i:
This record from the Open Molecules 2025 dataset describes C3H6N2O in the gas phase. The level of theory is wB97M-V/def2-TZVPD.

Values from the calculation:
2S+1 = 3
HOMO energy (alpha / beta) = -7.25 / -9.90 eV
orbital gap (alpha / beta) = 8.5 / 9.4 eV
molecular weight = 86.09 g/mol

CARTESIAN COORDINATES (ANGSTROEM)
1 C 0.46056 0.24699 -1.32937
2 C 0.37274 -1.02392 -1.15050
3 C -0.35592 1.34120 -0.49429
4 N -0.90689 -0.33781 1.06856
5 N -0.52336 -0.85428 2.21608
6 O -0.22768 0.87002 0.86424
7 H 1.33390 0.66653 -1.86312
8 H -0.51144 -1.49184 -0.74645
9 H -0.00949 2.39111 -0.50554
10 H -1.37397 1.26826 -0.79715
11 H 0.41709 -0.54666 2.40945
12 H -0.68939 -1.91056 2.11456

Model ii:
This record from the Open Molecules 2025 dataset describes 2 unconnected molecules or ions with the total composition C3H6N2O. The level of theory is wB97M-V/def2-TZVPD.

Values from the calculation:
2S+1 = 3
HOMO energy (alpha / beta) = -6.01 / -10.94 eV
orbital gap (alpha / beta) = 6.8 / 7.9 eV
molecular weight = 86.09 g/mol

CARTESIAN COORDINATES (ANGSTROEM)
1 C 2.33988 0.46211 1.52478
2 C -1.18232 -0.62526 -0.89713
3 C -1.50994 0.62864 -0.16658
4 N 2.21009 -0.07859 0.51254
5 N -0.06643 -1.21416 -0.74115
6 O 2.76533 0.87247 2.50719
7 H -1.99005 -0.90304 -1.60990
8 H -0.82363 1.45415 -0.54496
9 H -1.12264 0.74122 0.90392
10 H -2.51237 1.01035 0.00031
11 H 1.56930 -0.43306 -0.15760
12 H 0.32277 -1.91485 -1.33143

Model iii:
This record from the Open Molecules 2025 dataset describes C3H6N2O in the gas phase. The level of theory is wB97M-V/def2-TZVPD.

Values from the calculation:
2S+1 = 3
HOMO energy (alpha / beta) = -4.70 / -10.24 eV
orbital gap (alpha / beta) = 5.6 / 9.2 eV
molecular weight = 86.09 g/mol

CARTESIAN COORDINATES (ANGSTROEM)
1 C 0.31181 0.22707 -1.93864
2 C -1.15012 0.15189 -0.24302
3 C 0.68371 -0.30386 1.50351
4 N 1.06781 -0.02976 -0.93221
5 N 0.29779 -0.39347 0.14698
6 O -0.96536 0.41424 -1.54468
7 H 0.69923 0.59099 -2.84389
8 H -1.80518 -0.67612 -0.01907
9 H -1.31691 1.18609 0.28444
10 H 0.40389 0.58453 2.02905
11 H -0.00567 -1.11889 2.09328
12 H 1.77900 -0.63271 1.46425

The structure with the greatest stability is model ii.